# 1
# C33H53N2O19S2

A 7-piece molecular cluster, C33H53N2O19S2 overall at a distorted geometry (ωB97M-V/def2-TZVPD, OMol25).

Structure (XYZ):
```
109
Properties=species:S:1:pos:R:3:forces:R:3:mulliken_charge:R:1
S 2.385307 1.802074 4.443850 -0.742 -0.465 -0.764 0.01
C 3.937615 1.376548 3.551439 0.479 -0.589 0.593 -0.56
C 3.869278 -0.094941 3.083112 -0.305 0.191 -0.281 -0.40
C 4.214678 -0.281594 1.587773 -0.234 -0.548 -0.095 -0.28
C 5.270727 -1.358105 1.330564 -0.312 -0.017 0.158 -1.37
C 4.842518 -2.754947 1.840939 0.559 0.278 -0.308 -0.72
C 6.037763 -3.607997 2.326495 -0.270 -0.148 0.183 -0.70
C 6.025121 -3.906433 3.844757 -0.198 -0.019 -0.551 -0.74
S 5.779777 -5.694659 4.176995 -0.071 0.038 0.602 -0.21
C 4.159541 -5.625017 4.843770 0.276 0.103 -0.892 0.51
N 3.109041 -5.320556 4.157053 -0.122 -0.023 0.503 -0.43
N 2.055540 -5.331835 5.069532 -0.345 0.248 -0.380 -0.19
C 2.547031 -5.650869 6.199834 0.727 -0.156 0.117 -0.01
O 3.897524 -5.855701 6.144238 -0.392 -0.002 0.288 -0.29
H 2.109034 3.099214 4.151088 0.384 0.096 0.291 0.23
H 2.716383 1.829476 5.747323 0.237 0.468 -0.111 0.28
H 4.726190 1.480720 4.294192 0.057 0.334 -0.114 0.51
H 4.087054 2.097578 2.752241 -0.307 0.109 0.020 0.39
H 4.514790 -0.711007 3.709947 0.129 0.156 0.037 0.21
H 2.860102 -0.474252 3.254793 0.009 -0.039 0.017 0.47
H 4.486323 0.657761 1.107772 0.172 -0.017 0.112 0.35
H 3.307835 -0.616094 1.077854 0.000 0.168 -0.045 0.11
H 6.223873 -1.059406 1.774315 0.022 0.004 0.039 0.48
H 5.408679 -1.426829 0.251224 0.232 0.141 0.007 0.38
H 4.079072 -2.672790 2.616641 0.043 -0.093 0.088 0.42
H 4.373810 -3.276011 1.007033 -0.190 0.023 0.067 0.43
H 6.990444 -3.143103 2.070621 -0.066 0.117 -0.114 0.42
H 5.995933 -4.548485 1.780734 0.205 -0.086 0.098 0.48
H 5.194811 -3.370948 4.301251 0.062 -0.078 0.207 0.21
H 6.944312 -3.608795 4.343327 0.056 -0.062 -0.023 0.52
H 2.048670 -5.767572 7.146362 0.027 -0.052 0.015 0.44
C -0.348873 6.444109 5.318179 0.266 -0.228 0.162 -1.42
C 0.257270 6.367584 3.938639 -0.304 0.187 0.283 0.42
C -0.743368 6.294016 2.804965 -0.035 0.085 -0.044 -0.48
O -0.023374 5.545389 1.807482 0.024 -0.069 0.079 -0.31
C 0.872651 4.782203 2.435615 -0.117 0.147 -0.078 0.58
O 1.502089 3.899714 1.930261 0.152 -0.153 0.386 -0.42
O 0.984193 5.125737 3.742360 0.074 -0.058 -0.109 -0.35
H -1.116685 7.215934 5.355875 0.005 0.019 -0.040 0.37
H -0.791775 5.487509 5.597488 -0.137 0.035 -0.106 0.35
H 0.409821 6.683937 6.062301 -0.020 0.039 -0.012 0.36
H 0.962871 7.186055 3.783374 0.035 -0.048 -0.089 0.26
H -1.022981 7.267395 2.412899 0.085 -0.040 -0.132 0.33
H -1.643003 5.736116 3.071640 0.026 -0.015 0.051 0.31
C 2.473671 2.017297 -0.238374 0.190 -0.160 0.147 -1.19
C 3.110127 1.835136 -1.592273 -0.184 0.095 0.255 0.55
C 2.125200 1.646078 -2.720733 0.235 -0.028 -0.192 -0.19
O 2.872472 0.821382 -3.635667 0.007 0.018 0.132 -0.40
C 3.779035 0.121287 -2.917981 -0.032 -0.030 -0.078 0.53
O 4.419767 -0.789866 -3.327764 0.026 -0.009 0.034 -0.54
O 3.852553 0.602244 -1.647932 0.077 0.059 -0.075 -0.26
H 1.688061 2.767410 -0.262836 0.000 0.022 -0.081 0.55
H 2.048334 1.072003 0.099803 -0.176 0.045 -0.115 0.21
H 3.215363 2.329159 0.498465 -0.050 0.108 -0.061 0.09
H 3.805386 2.651708 -1.807745 0.001 -0.024 -0.074 0.19
H 1.835862 2.576814 -3.197631 0.048 -0.053 -0.140 0.36
H 1.239511 1.104504 -2.404923 -0.046 -0.039 0.119 0.09
C -3.661408 1.369110 -5.014763 -0.040 -0.161 0.191 -1.34
C -2.898883 2.032391 -3.896802 -0.171 -0.113 -0.331 0.57
C -1.545509 2.572572 -4.284646 0.151 0.162 -0.033 -0.53
O -0.794839 2.448820 -3.056956 -0.255 -0.147 -0.071 -0.27
C -1.355438 1.439460 -2.348021 -0.079 0.033 0.066 0.67
O -0.856459 0.948611 -1.378417 0.073 0.024 0.019 -0.57
O -2.527086 1.062601 -2.878010 0.108 0.084 0.061 -0.32
H -3.684246 2.004020 -5.898168 -0.002 0.110 0.027 0.32
H -3.216674 0.409921 -5.273290 0.098 0.268 -0.071 0.46
H -4.689538 1.171732 -4.713586 -0.005 0.016 -0.044 0.30
H -3.497789 2.801848 -3.416115 0.055 0.046 0.070 0.23
H -1.582227 3.609932 -4.601613 0.052 0.060 0.162 0.30
H -1.049376 1.969487 -5.049829 -0.075 -0.067 0.012 0.30
C -3.067187 -4.577764 -3.176429 -0.104 -0.258 -0.153 -1.44
C -2.981826 -3.594904 -4.318875 -0.002 -0.119 0.317 0.50
C -3.248786 -2.155651 -3.937607 0.097 0.140 -0.046 -0.40
O -3.795774 -1.614784 -5.150791 -0.055 -0.493 0.139 -0.20
C -4.370797 -2.643249 -5.833218 -0.041 -0.021 -0.081 0.51
O -5.079785 -2.506640 -6.773980 0.007 0.024 -0.020 -0.53
O -4.021054 -3.829502 -5.286597 0.070 0.102 -0.059 -0.36
H -2.485461 -4.226718 -2.323702 0.018 0.037 -0.020 0.37
H -4.104076 -4.717690 -2.870671 -0.001 0.140 0.056 0.37
H -2.681535 -5.551825 -3.475074 0.012 0.015 0.011 0.36
H -2.021985 -3.688302 -4.833871 -0.011 0.069 -0.037 0.28
H -2.350836 -1.612028 -3.655146 -0.034 0.095 -0.086 0.26
H -3.993345 -2.058050 -3.144309 0.001 -0.084 0.018 0.23
C -0.929733 -6.655673 5.196121 -0.166 0.277 -0.063 -1.37
C -2.227177 -6.728070 5.966180 0.307 -0.140 -0.161 0.49
C -2.845454 -8.106547 6.055513 -0.062 -0.065 0.093 -0.46
O -4.243083 -7.810042 6.147217 0.068 0.011 -0.072 -0.34
C -4.452162 -6.610212 5.549773 -0.017 0.025 0.004 0.63
O -5.516748 -6.161711 5.283922 -0.015 0.020 0.005 -0.52
O -3.267863 -5.995261 5.298847 -0.062 -0.008 0.107 -0.35
H -0.235021 -7.427371 5.530213 -0.027 -0.017 0.032 0.35
H -1.110941 -6.778185 4.128153 -0.030 -0.156 0.021 0.33
H -0.451598 -5.688808 5.327980 0.032 -0.006 -0.009 0.37
H -2.104579 -6.294872 6.963378 -0.070 -0.042 0.030 0.24
H -2.522839 -8.668465 6.928631 -0.132 0.009 0.041 0.31
H -2.671689 -8.701052 5.155210 0.059 0.051 -0.028 0.32
C -4.874686 7.394195 -8.281957 0.186 0.210 0.178 -1.44
C -4.358842 6.095759 -7.711744 -0.207 0.210 -0.211 0.49
C -5.392348 4.997504 -7.591826 -0.011 -0.106 -0.067 -0.52
O -4.908620 4.248421 -6.465309 -0.047 0.008 0.026 -0.28
C -4.188798 5.087533 -5.692319 -0.011 0.231 0.061 0.63
O -3.813316 4.841012 -4.586741 0.015 -0.044 -0.134 -0.54
O -3.955546 6.250186 -6.334295 0.080 -0.134 -0.013 -0.34
H -5.438278 7.213872 -9.197294 0.010 -0.044 -0.006 0.37
H -5.515407 7.900545 -7.559955 -0.108 -0.108 -0.022 0.35
H -4.051446 8.067898 -8.515873 -0.009 -0.015 -0.020 0.36
H -3.487562 5.749847 -8.273586 0.000 -0.072 0.042 0.26
H -5.450528 4.359859 -8.469741 0.057 -0.111 0.089 0.33
H -6.386768 5.379961 -7.352570 0.022 0.070 -0.001 0.31
```
Forces are in eV/Å.

Computed properties:
* 2S+1: 1
* net charge: +1
* E: -98627.156 eV

---

# 2
# C33H54F18O21S3

A 9-piece molecular cluster, C33H54F18O21S3 overall at a distorted geometry (ωB97M-V/def2-TZVPD, OMol25).

Structure (XYZ):
```
129
Properties=species:S:1:pos:R:3:forces:R:3:mulliken_charge:R:1
O -0.089591 6.710487 1.424216 -1.351 -1.660 -0.118 -0.65
S -0.773954 5.418608 1.538024 -0.725 -0.045 2.087 1.02
O -2.256171 5.314643 1.652982 3.748 0.461 -0.510 -0.54
O -0.207737 4.440243 0.373294 -0.181 1.148 -0.278 0.01
C -0.138203 5.106161 -0.930405 0.448 -0.921 -1.921 -0.86
C 0.366277 4.112435 -2.037421 -0.034 0.609 1.127 -0.23
C 0.044800 4.513755 2.983309 -0.680 -0.126 -1.646 -0.65
H 0.517612 5.973585 -1.005168 0.118 -0.034 0.978 0.43
H -1.126660 5.454033 -1.230465 -0.175 -0.168 0.278 0.43
H -0.261398 3.221378 -2.049189 -0.046 0.168 -0.470 -0.04
H 1.413358 3.819091 -1.962111 0.063 -0.134 0.750 -0.13
H 0.414677 4.672197 -2.971455 -0.766 -0.140 -0.176 0.50
H -0.237500 3.462375 2.928560 -0.451 0.160 0.023 0.10
H -0.274222 4.958052 3.926145 0.171 0.153 -0.291 0.39
H 1.115143 4.501623 2.777577 -0.063 0.629 0.220 0.27
O 5.615047 -5.165959 0.231247 -1.216 -0.355 1.794 -0.59
S 4.762490 -5.405253 1.400013 0.467 -0.157 1.055 1.19
O 5.371202 -5.750272 2.717410 -1.443 0.879 -3.225 -0.65
O 3.763568 -4.079583 1.595151 -0.161 -2.836 -0.850 -0.15
C 4.412822 -2.879420 1.765129 0.539 3.054 0.299 -0.52
C 3.424087 -1.648510 1.712879 0.348 -0.487 1.057 -1.02
C 3.417175 -6.580679 0.946219 0.647 0.107 0.261 -0.71
H 5.129734 -2.630476 0.982716 0.043 -0.603 -0.442 0.31
H 5.019963 -2.965198 2.666306 -0.248 0.568 0.403 0.43
H 2.838185 -1.602536 0.794886 0.286 -0.131 -0.120 0.14
H 3.979039 -0.723304 1.868197 0.539 -0.047 -0.646 0.36
H 2.730473 -1.516066 2.543212 -0.265 -0.917 0.141 0.42
H 2.580002 -5.990107 0.574099 0.141 -0.118 0.065 0.24
H 3.157684 -7.235563 1.778021 -0.018 0.575 0.320 0.39
H 3.781454 -7.268847 0.183444 0.268 0.470 -0.185 0.17
O -6.786893 5.186454 0.223475 0.721 -2.551 -2.412 -0.62
S -6.445720 4.193864 -0.825660 -0.923 1.029 1.015 1.13
O -5.138007 4.192549 -1.448312 -1.323 -0.092 0.533 -0.53
O -6.760172 2.707934 -0.191092 0.511 0.726 -0.195 -0.27
C -6.172140 1.556540 -0.833883 0.586 -2.152 0.356 0.10
C -6.485995 0.196558 -0.051660 0.182 1.779 -0.356 -0.96
C -7.757792 4.220784 -2.140250 0.859 0.318 0.447 -0.97
H -5.082279 1.544771 -0.846551 0.001 0.873 0.091 -0.06
H -6.452634 1.484529 -1.884712 -0.479 0.117 0.035 0.43
H -6.081237 -0.655647 -0.597579 -0.277 0.159 -0.433 0.38
H -7.550199 0.086842 0.156971 0.109 -0.148 -0.004 0.38
H -5.893842 0.191453 0.863446 -0.343 0.226 0.209 -0.01
H -7.503451 4.975474 -2.884461 0.290 0.047 0.207 0.36
H -8.719018 4.498108 -1.707545 0.186 -0.348 0.210 0.32
H -7.753840 3.251581 -2.638974 -0.109 0.013 0.236 0.31
C 5.124099 -0.230611 -3.853377 -1.679 0.355 -0.317 -1.33
C 4.093910 0.500880 -2.928507 0.300 -1.768 -0.697 0.65
O 3.143324 1.278915 -3.769489 0.350 -0.061 0.889 -0.06
C 2.115866 0.633645 -4.336461 0.373 -1.519 -0.165 0.41
O 1.910704 -0.571921 -4.323512 0.154 2.523 0.036 -0.52
C 1.143589 1.650085 -5.098012 1.242 -0.841 -0.923 0.75
F 0.963265 1.240965 -6.400352 0.723 0.719 1.273 -0.28
F -0.040177 1.556496 -4.543709 -0.560 0.590 0.589 -0.25
F 1.624190 2.922775 -5.072109 -0.826 -1.302 -0.154 -0.19
H 5.514800 0.464464 -4.596569 0.569 0.213 0.472 0.35
H 4.552337 -0.908365 -4.487293 -0.101 -0.302 0.180 0.28
H 5.868760 -0.836822 -3.337543 0.040 0.450 0.136 0.44
H 4.593937 1.025764 -2.114528 -0.256 1.345 -0.766 0.06
H 3.527198 -0.219657 -2.338793 -0.356 -0.337 -0.481 -0.32
C 0.302074 -0.967833 -1.036468 -0.013 0.516 -0.210 -1.17
C 0.427639 0.554684 -0.999451 -0.490 -0.330 -0.450 0.84
O -0.520430 1.203664 -0.140524 0.312 0.205 1.527 -0.12
C -1.769761 1.406590 -0.465802 -1.276 -1.235 -2.467 0.13
O -2.309314 1.112499 -1.527909 0.986 0.698 1.629 -0.66
C -2.607743 1.919892 0.723670 -0.512 -0.491 -0.716 0.89
F -1.849943 2.115981 1.748984 1.290 0.081 2.079 -0.27
F -3.263497 3.029731 0.507258 -0.463 0.629 -0.901 -0.21
F -3.517519 0.977376 1.033399 0.060 -0.268 -0.092 -0.02
H 0.396197 -1.482115 -0.080043 -0.243 0.370 0.219 0.30
H 1.144042 -1.327788 -1.627750 -0.161 -0.084 -0.342 0.05
H -0.643521 -1.206415 -1.523324 0.132 -0.341 0.052 0.45
H 0.197259 0.978312 -1.976983 0.560 -0.238 -0.274 0.10
H 1.409879 0.850715 -0.631122 -0.165 0.266 -0.052 -0.32
C 3.972278 2.694211 0.680980 0.286 0.786 -1.785 -0.39
C 5.005492 3.400516 -0.291399 -0.866 -0.880 0.304 -0.56
O 4.353694 3.817671 -1.549939 0.268 1.419 -1.080 -0.10
C 5.062071 4.713965 -2.363071 2.531 -0.306 3.243 0.27
O 6.171285 5.129494 -2.039674 -2.524 -0.719 -1.115 -0.54
C 4.383160 5.092132 -3.699232 -0.768 0.740 1.529 0.93
F 3.096324 5.323518 -3.509009 -1.478 -0.704 0.394 -0.25
F 4.787733 6.240831 -4.218433 1.482 -0.288 -0.258 -0.27
F 4.546066 4.073283 -4.497252 0.241 -0.586 -1.260 -0.21
H 3.579410 1.747996 0.308895 0.230 -0.068 -0.173 -0.18
H 3.121727 3.374856 0.718416 -0.067 -0.015 0.489 0.05
H 4.423868 2.520775 1.657763 0.000 0.248 -0.091 0.46
H 5.781528 2.708299 -0.618047 0.295 0.245 0.386 0.37
H 5.378973 4.249617 0.280995 0.308 0.091 -0.596 0.48
C 4.089471 -8.108431 -4.150998 -0.592 -0.545 -1.482 -1.33
C 4.404189 -7.456325 -2.871485 -0.577 0.750 0.925 0.00
O 4.251929 -6.013527 -3.048981 -0.706 1.729 -0.039 -0.24
C 3.202511 -5.233730 -2.667220 -1.554 -4.873 3.003 -0.06
O 2.214426 -5.570595 -2.003720 2.355 0.302 -1.606 -0.59
C 3.372001 -3.840080 -3.032759 0.598 3.307 -0.885 1.37
F 4.005070 -3.790575 -4.199713 -0.138 0.715 -0.115 -0.28
F 2.126116 -3.221566 -3.195950 2.845 -0.810 0.948 -0.21
F 4.234890 -3.190409 -2.098226 -2.391 -0.828 -1.546 -0.26
H 3.012142 -8.051822 -4.306731 0.001 0.074 -0.328 0.32
H 4.351226 -9.163664 -4.228807 0.107 -0.044 0.530 0.41
H 4.613470 -7.639470 -4.983828 -0.095 0.212 0.034 0.32
H 5.444944 -7.613586 -2.588277 -0.209 0.236 0.352 0.31
H 3.672996 -7.747092 -2.117220 0.392 -0.195 0.288 0.23
C -2.040798 -4.947221 1.245358 0.805 -0.840 0.422 -1.09
C -3.191566 -4.563140 2.159901 1.004 0.322 -2.353 -0.15
O -2.725221 -3.695255 3.170077 0.842 1.282 1.663 -0.29
C -2.447962 -2.385650 2.976229 -2.813 0.133 -2.182 0.27
O -2.775667 -1.736364 1.985404 1.253 -1.360 1.900 -0.44
C -1.900300 -1.664844 4.237420 1.148 -2.290 0.387 0.90
F -0.631312 -1.336304 3.994897 0.418 0.598 -0.374 -0.24
F -2.583697 -0.611140 4.558547 -0.677 0.903 -0.014 -0.20
F -1.841501 -2.490663 5.306493 -0.476 0.208 -0.298 -0.29
H -2.388756 -5.772471 0.624080 -0.032 0.383 -0.579 0.41
H -1.198575 -5.396331 1.771706 -0.023 0.031 0.478 0.33
H -1.602681 -4.107587 0.705766 -0.468 -0.050 -0.314 0.21
H -3.612056 -5.486433 2.558419 -0.202 0.615 0.579 0.36
H -3.839381 -4.046990 1.451365 -0.768 0.100 0.669 0.23
C -5.492403 1.867295 3.461054 -0.530 -0.032 0.052 -0.81
C -5.348782 2.191028 4.978096 0.900 0.216 -1.298 -0.56
O -5.602740 1.029525 5.739722 0.345 -2.660 2.424 -0.23
C -4.913999 0.760267 6.923262 0.419 4.071 0.170 0.40
O -4.292410 1.643249 7.540231 -1.554 -3.229 -1.785 -0.54
C -5.138804 -0.697671 7.514260 1.267 0.630 -0.754 0.84
F -5.696659 -0.601076 8.717824 -0.041 -0.148 -0.365 -0.23
F -5.880384 -1.403273 6.682393 -0.506 -0.291 0.174 -0.23
F -3.954379 -1.368720 7.648781 -0.863 0.873 -0.032 -0.25
H -5.188279 0.870655 3.141192 0.940 0.058 0.528 0.16
H -4.997405 2.638553 2.870940 0.292 -0.112 0.095 0.31
H -6.496581 1.833573 3.038468 -0.531 0.523 0.700 0.43
H -5.995313 3.024864 5.251633 -0.112 -0.198 0.236 0.32
H -4.318679 2.465241 5.205687 0.005 0.320 -0.191 0.35
```
Forces are in eV/Å.

Computed properties:
* SMILES string: CCOC(=O)C(F)(F)F.CCOC(=O)C(F)(F)F.CCOC(=O)C(F)(F)F.CCOC(=O)C(F)(F)F.CCOC(=O)C(F)(F)F.CCOC(=O)C(F)(F)F.CCOS(C)(=O)=O.CCOS(C)(=O)=O.CCOS(C)(=O)=O
* energy above the lowest of the compared OMol25 structures with the same formula, charge and spin: 204.1 kJ/mol
* 2S+1: 1
* E: -159510.817 eV

---

no.,E_LUMO (eV),HOMO level (Eh)
1,-3.118,-0.4124
2,0.142,-0.3995